Record 1
Entry from the OMol25 dataset: a cluster of 2 separate species, C2H6O3 in total (wB97M-V/def2-TZVPD).

Element x y z (Å)
O: 0.377 -2.298 0.920
O: -1.940 5.047 -3.263
O: 0.726 -0.131 0.123
C: 0.236 -1.257 0.032
C: 1.091 -2.191 2.104
H: 1.078 -3.180 2.591
H: -2.492 4.426 -3.790
H: 0.619 -1.459 2.781
H: 2.141 -1.893 1.940
H: -0.234 -1.568 -0.922
H: -1.603 4.504 -2.514

As for the SMILES: COC=O.O. The HOMO-LUMO gap comes out at 11.69 eV. The value obtained for the molar mass is 78.07 Da. Its relative energy (zero: lowest compared OMol25 entry of this formula, charge and spin) is 31.6 kcal per mole. The HOMO energy comes out at -10.925 eV.

Atom charges from the natural (NBO) analysis, given in e for atoms 1 to 5: O -0.51; O -0.94; O -0.58; C 0.64; C -0.26

---

Record 2
Entry from the OMol25 dataset: an isolated molecule of C4H9NO (wB97M-V/def2-TZVPD).

Element x y z (Å)
O: -0.473 -0.717 -0.494
N: 1.139 1.686 -0.262
C: -1.731 -1.274 -0.744
C: 0.678 0.866 0.853
C: 1.974 0.567 0.172
C: -0.569 0.012 0.696
H: -0.701 -0.665 1.558
H: -1.942 -2.100 -0.047
H: -2.479 -0.470 -0.530
H: 0.625 1.405 -1.096
H: -1.558 0.562 0.622
H: 2.065 -0.308 -0.470
H: 0.745 1.351 1.825
H: 2.913 0.876 0.636
H: -1.713 -1.651 -1.771

As for the SMILES: COC[C@H]1CN1. The HOMO-LUMO gap comes out at 10.36 eV. The value obtained for the molar mass is 87.12 Da. Its relative energy (zero: lowest compared OMol25 entry of this formula, charge and spin) is 63.1 kcal per mole. The HOMO energy comes out at -9.333 eV.

Atom charges from the natural (NBO) analysis, given in e for atoms 1 to 5: O -0.54; N -0.58; C -0.25; C -0.11; C -0.26

---

Record 3
Entry from the OMol25 dataset: a structure of composition C17H30N5O8P2S2V (wB97M-V/def2-TZVPD).

Element x y z (Å)
V: -0.230 -0.276 -0.004
S: -2.483 0.870 -0.394
S: -0.594 0.547 2.386
P: -2.380 0.775 1.578
P: -0.052 -1.002 -2.336
O: 1.310 -1.737 -2.793
O: 3.118 -1.980 1.011
O: -0.090 0.170 -3.433
O: -3.043 2.061 2.295
O: -1.090 -2.109 -2.885
O: 0.861 1.597 -0.466
O: 5.454 1.849 0.630
O: -3.371 -0.423 1.987
N: -0.787 -2.248 0.442
N: 1.939 -0.206 0.192
N: -0.368 -6.228 -1.160
N: -1.160 -4.667 0.603
N: 4.222 -0.027 0.824
C: 3.521 2.278 -1.625
C: 1.708 -2.898 -2.035
C: 1.955 1.096 -0.124
C: -0.920 -3.404 0.482
C: 3.759 1.052 -2.492
C: -3.423 -2.457 3.241
C: 2.912 3.280 0.604
C: -2.459 -2.104 -2.461
C: 4.390 1.282 0.471
C: -4.386 2.418 1.925
C: -0.713 -5.467 -0.355
C: 3.189 1.970 -0.146
C: 0.031 -0.110 -4.828
C: 3.064 -0.814 0.687
C: 2.621 3.080 2.084
C: -3.414 -0.951 3.324
C: -5.122 2.867 3.164
H: 4.034 1.352 -3.505
H: 2.717 -3.145 -2.354
H: 5.020 -0.504 1.215
H: -4.318 -0.562 3.800
H: 1.719 -2.677 -0.966
H: -2.511 -2.818 2.767
H: -5.202 2.052 3.885
H: 2.059 3.751 0.115
H: -2.547 -0.597 3.886
H: 1.758 2.428 2.234
H: -3.488 -2.891 4.241
H: -2.998 -1.279 -2.930
H: 4.574 0.434 -2.106
H: 4.407 2.917 -1.617
H: -6.130 3.198 2.904
H: -4.326 3.218 1.184
H: -0.599 0.603 -5.358
H: 2.685 2.862 -2.014
H: -0.288 -1.125 -5.060
H: -2.531 -2.010 -1.379
H: 2.874 0.417 -2.570
H: -4.603 3.695 3.648
H: 2.393 4.033 2.564
H: -4.273 -2.810 2.655
H: 1.040 -3.735 -2.239
H: -2.883 -3.052 -2.783
H: -4.887 1.568 1.458
H: 3.479 2.649 2.605
H: 3.786 3.920 0.465
H: 1.069 0.021 -5.135

As for the multiplicity: 4. The expectation value of S² is 3.7605. Its charge is -1. The HOMO-LUMO gap (alpha / beta) comes out at 7.26 / 8.43 eV. The value obtained for the molar mass is 609.48 Da. Its relative energy (zero: lowest compared OMol25 entry of this formula, charge and spin) is 0.0 kcal per mole. The HOMO energy (alpha / beta) comes out at -4.667 / -5.838 eV.

Atom charges from the natural (NBO) analysis, given in e for atoms 1 to 5: V 0.67; S -0.55; S -0.53; P 1.67; P 1.81

---

Record 4
Entry from the OMol25 dataset: an isolated molecule of C4H5NO (wB97M-V/def2-TZVPD).

Element x y z (Å)
O: -1.723 -0.403 -0.180
N: 2.724 0.624 0.315
C: -0.420 -0.117 0.305
C: 1.850 -0.102 0.109
C: 0.713 -0.940 -0.249
C: -1.251 0.943 -0.265
H: -1.067 1.418 -1.226
H: -1.766 1.563 0.474
H: 0.764 -1.861 0.349
H: -0.001 0.087 1.336
H: 0.712 -1.211 -1.307

As for the SMILES: N#CC[C@H]1CO1. The HOMO-LUMO gap comes out at 11.60 eV. The value obtained for the molar mass is 83.09 Da. Its relative energy (zero: lowest compared OMol25 entry of this formula, charge and spin) is 53.4 kcal per mole. The HOMO energy comes out at -10.745 eV.

Atom charges from the natural (NBO) analysis, given in e for atoms 1 to 5: O -0.47; N -0.31; C 0.06; C 0.27; C -0.53

---

Record 5
Entry from the OMol25 dataset: a cluster of 3 separate species, C24H42ClF5IN2O10P2S in total (wB97M-V/def2-TZVPD).

Element x y z (Å)
I: -2.919 -0.961 1.580
Cl: 3.604 -2.691 4.590
S: 3.140 -2.353 1.492
P: -1.894 7.811 1.587
P: 0.466 -6.498 -4.182
F: 4.421 -0.258 2.598
F: 5.737 -1.733 -0.381
F: 4.487 0.160 -0.127
F: 5.704 -2.125 2.347
F: 6.438 -0.053 0.846
O: 0.487 -6.898 -2.722
O: -3.478 7.538 1.189
O: 0.179 -6.080 -5.795
O: 2.914 -2.241 0.066
O: 0.872 -4.915 -3.982
O: -1.897 9.322 1.526
O: -2.011 7.655 3.221
O: -1.637 6.136 1.584
O: 3.346 -3.773 1.755
O: 1.948 -7.089 -4.627
N: -0.276 -1.791 -1.415
N: 1.950 -1.685 2.540
C: -0.100 -1.947 -0.156
C: 4.719 -1.367 1.805
C: -3.873 7.133 -1.171
C: 0.004 -0.695 4.554
C: 1.239 -1.403 4.947
C: -1.692 -7.665 -6.004
C: -0.078 6.243 -0.317
C: -4.026 8.089 -0.003
C: 1.907 -9.328 -5.561
C: -0.205 -0.463 3.107
C: -1.157 5.478 0.420
C: -1.549 8.694 4.082
C: -2.238 1.047 3.866
C: 0.795 -0.973 2.140
C: -0.517 -6.971 -6.660
C: 2.284 -8.449 -4.384
C: 0.506 -0.680 0.636
C: 2.158 -1.866 3.929
C: -1.429 2.325 4.350
C: -2.691 9.607 4.484
C: 0.592 -4.246 -2.755
C: 5.311 -0.753 0.449
C: 1.809 -4.271 -1.852
C: -1.517 0.290 2.688
H: 1.430 -1.574 6.037
H: 2.309 -10.336 -5.441
H: 1.567 -3.899 -0.859
H: -2.490 0.344 4.715
H: 0.783 6.420 0.332
H: -0.438 7.220 -0.658
H: -0.747 4.518 0.749
H: -2.323 10.485 5.018
H: -0.737 9.257 3.615
H: 2.601 -3.645 -2.273
H: -1.131 8.223 4.975
H: -4.228 6.135 -0.907
H: -0.280 -4.683 -2.261
H: 1.462 -0.311 0.154
H: -3.577 9.054 -0.243
H: 2.230 -5.274 -1.760
H: 0.187 -7.692 -7.080
H: 3.366 -8.489 -4.239
H: -2.418 -6.935 -5.639
H: -3.274 9.937 3.622
H: -3.387 9.072 5.136
H: -0.315 -2.919 0.358
H: -1.375 -8.270 -5.147
H: -1.998 5.245 -0.237
H: -0.883 -6.373 -7.498
H: 0.255 5.682 -1.193
H: -3.223 1.412 3.456
H: -4.432 7.485 -2.040
H: 0.008 -0.821 -1.632
H: -2.823 7.047 -1.465
H: -0.688 -0.386 5.367
H: 1.817 -8.821 -3.469
H: 0.820 -9.412 -5.648
H: 0.335 -3.218 -2.991
H: -1.187 1.087 1.956
H: -2.189 -8.325 -6.717
H: 2.285 -8.909 -6.496
H: -0.652 2.681 3.625
H: -0.237 0.145 0.466
H: -5.088 8.259 0.184
H: -2.166 3.169 4.484
H: -0.997 2.110 5.362

Its charge is +1. The HOMO-LUMO gap comes out at 5.58 eV. The value obtained for the molar mass is 869.97 Da. The HOMO energy comes out at -11.255 eV.

Atom charges from the Mulliken analysis, given in e for atoms 1 to 5: I 0.18; Cl -0.04; S 0.89; P 1.04; P 1.07

---

Record 6
Entry from the OMol25 dataset: a structure of composition C48H66N2O28S2 (wB97M-V/def2-TZVPD).

Element x y z (Å)
S: -5.417 0.553 -2.190
S: 0.765 -1.984 -0.581
O: 3.151 -1.203 5.675
O: 8.069 -8.142 1.571
O: 3.625 0.700 6.713
O: 6.816 -6.263 1.403
O: -1.462 -7.579 3.802
O: -4.805 5.971 -6.584
O: -6.049 2.105 4.781
O: -3.941 2.712 5.357
O: 1.926 7.474 -0.624
O: -6.462 -6.971 -5.631
O: 1.775 -0.949 0.142
O: -6.160 1.855 -2.988
O: -3.970 0.681 -2.227
O: 3.032 -6.070 -6.877
O: 5.671 2.869 -7.025
O: -5.939 -8.922 -6.293
O: 1.360 7.328 4.514
O: 1.284 -3.356 -0.426
O: 0.211 -7.896 5.287
O: -0.448 -1.605 0.556
O: -6.035 -0.724 -2.584
O: -5.952 1.095 -0.667
O: 4.732 1.170 -5.743
O: 0.447 -1.514 -1.923
O: 1.439 5.007 4.599
O: 3.530 5.927 -0.433
O: -6.065 7.642 -6.085
O: 3.448 -5.938 -9.077
N: -5.685 -7.898 -5.630
N: -5.176 6.822 -5.831
C: -2.384 -6.615 3.405
C: -0.971 -5.670 5.071
C: -3.412 5.994 -4.261
C: 5.490 -0.658 6.334
C: -0.280 -0.257 0.994
C: -0.620 -7.129 4.765
C: 5.957 0.784 6.607
C: 4.719 1.462 7.210
C: -7.071 2.462 -2.164
C: -3.649 6.540 -1.855
C: -4.595 6.778 -4.476
C: 2.776 -5.697 -8.070
C: 3.454 3.212 -5.918
C: 5.603 -8.381 1.668
C: -4.063 -9.263 -4.272
C: 4.734 2.420 -6.299
C: -5.277 7.481 -3.416
C: -2.383 -5.507 4.507
C: 1.067 0.242 0.349
C: 1.618 -4.760 -8.124
C: 1.216 8.440 5.363
C: -2.914 -6.917 -3.198
C: 4.632 -7.186 1.758
C: -2.978 5.923 -2.922
C: 3.123 9.413 -1.264
C: 5.443 -5.952 1.314
C: 1.393 6.368 6.657
C: 0.960 -5.284 -6.814
C: 2.630 2.070 -5.404
C: 1.756 8.859 -0.856
C: 3.164 7.073 -0.598
C: -4.898 1.790 5.054
C: 4.044 8.360 -0.742
C: 1.357 6.104 5.184
C: -4.513 -7.986 -4.699
C: 2.101 -5.819 -5.882
C: 0.956 7.818 6.761
C: 4.004 -0.463 6.128
C: -4.755 7.370 -2.126
C: -2.714 2.157 5.613
C: -2.961 -9.424 -3.424
C: -4.330 0.371 5.156
C: 3.534 0.944 -4.963
C: -2.995 0.631 5.936
C: 6.939 -7.615 1.563
C: -3.969 -6.805 -4.156
C: -6.519 2.335 -0.723
C: -2.430 -8.219 -2.906
H: 0.324 9.033 5.156
H: -0.109 7.875 6.988
H: -2.198 2.589 6.471
H: -2.080 2.175 4.727
H: -0.255 -4.951 4.675
H: 4.104 -6.989 2.691
H: 0.824 5.602 7.184
H: -1.157 0.314 0.689
H: -3.278 0.438 6.970
H: -5.246 7.929 -1.343
H: 3.091 9.504 -2.350
H: 1.603 0.948 0.984
H: 2.996 3.794 -6.718
H: 1.435 9.271 0.101
H: -2.600 -10.412 -3.179
H: -4.481 -10.184 -4.651
H: -0.259 -0.263 2.084
H: 3.975 -7.286 0.893
H: 0.988 -4.837 -9.010
H: -2.975 5.341 -5.003
H: 1.435 8.312 7.606
H: -3.280 6.413 -0.848
H: 5.355 -8.825 0.703
H: -2.306 -6.192 2.403
H: 2.113 1.687 -6.284
H: 1.861 2.263 -4.656
H: 6.172 -1.072 5.590
H: 3.897 1.070 -3.943
H: 0.982 8.876 -1.623
H: -2.381 -4.544 3.996
H: -2.109 5.356 -2.621
H: -7.277 3.442 -2.594
H: 3.785 3.943 -5.181
H: -1.015 -5.697 6.160
H: 4.792 8.157 -1.508
H: -4.080 -0.073 4.192
H: -3.271 -7.244 3.330
H: -2.661 -5.953 -2.782
H: 5.186 -5.611 0.311
H: 5.564 -1.338 7.183
H: 0.744 0.688 -0.592
H: 1.887 -6.605 -5.157
H: 5.171 -5.225 2.080
H: -6.130 8.111 -3.621
H: 2.118 9.034 5.507
H: -5.873 3.176 -0.469
H: 3.367 10.397 -0.864
H: 6.249 1.162 5.627
H: -1.596 -8.214 -2.220
H: -7.908 1.789 -2.351
H: 0.218 -6.037 -7.080
H: -4.285 -5.807 -4.423
H: -2.192 -0.046 5.644
H: 0.376 -4.493 -6.344
H: 2.395 6.343 7.086
H: -5.061 -0.234 5.693
H: 4.727 2.478 6.816
H: -3.108 -5.634 5.311
H: 2.401 -4.929 -5.329
H: 3.096 -0.028 -5.191
H: 4.814 1.498 8.295
H: 4.448 8.643 0.231
H: 1.878 -3.702 -8.073
H: -7.262 2.382 0.073
H: 6.823 0.848 7.266
H: 5.538 -9.150 2.438

The HOMO-LUMO gap comes out at 8.86 eV. The value obtained for the molar mass is 1183.18 Da. The HOMO energy comes out at -9.709 eV.

Atom charges from the Mulliken analysis, given in e for atoms 1 to 5: S 1.00; S 1.04; O -0.61; O -0.60; O -0.30

---

| no. | DFT total energy (eV) |
| --- | --- |
| 1 | -8313.1396 |
| 2 | -7829.5850 |
| 3 | -107892.8390 |
| 4 | -7764.2114 |
| 5 | -112635.4615 |
| 6 | -132814.6047 |